The following is a DFT calculation (wB97M-V/def2-TZVPD) of a structure of composition C2H2BiFLiO in a non-equilibrium geometry.

```
8
Properties=species:S:1:pos:R:3:lowdin_spin:R:1
H 0.05191 1.99196 -0.26210 0.00
C -0.15888 -1.06807 -0.05390 0.01
C -0.63803 0.17149 -0.06053 0.00
O 0.39664 1.12883 0.00140 0.10
Li -2.64184 0.53554 0.28553 0.00
Bi 2.38919 0.52566 0.10256 0.82
F 1.26510 -1.26000 -0.02381 0.07
H -0.66410 -2.02542 0.01085 0.00
```

Output
Maximum force in hartree/bohr: 0.0575
Net charge: +2
⟨S²⟩: 0.75
Multiplicity: 2
Total energy in eV: -12894.8852
LUMO energy (alpha / beta) in eV: -10.39 / -10.65
ΔE to the lowest compared entry with this formula, charge and spin in kcal per mole: 0.0
HOMO-LUMO gap (alpha / beta) in eV: 7.353 / 7.992


The following is a DFT calculation (wB97M-V/def2-TZVPD) of a cluster of 2 separate species, C4H10O in total in a non-equilibrium geometry.

```
15
Properties=species:S:1:pos:R:3:nbo_charge:R:1
C -0.76812 -0.08150 -1.71564 -0.63
C -0.41767 0.56608 -0.37947 -0.26
C 0.97920 -0.02500 0.10054 -0.40
C 0.94746 0.09170 1.63804 -0.62
O -1.75093 -1.32071 0.89069 -0.27
H -0.43762 -1.11520 -1.71731 0.22
H -1.85550 -0.11593 -1.82689 0.23
H -0.41860 0.42357 -2.61626 0.22
H -1.13491 0.11780 0.36897 0.21
H -0.27500 1.63851 -0.29764 0.23
H 1.58270 0.63665 -0.52332 0.21
H 0.48546 1.01114 2.00079 0.20
H 1.85793 -0.07666 2.20652 0.21
H 0.20462 -0.64970 1.90873 0.23
H 1.00098 -1.10075 -0.03774 0.22
```

Output
Maximum force in hartree/bohr: 0.0765
Net charge: 0
Multiplicity: 1
Total energy in eV: -6350.7151
LUMO energy in eV: -3.25
ΔE to the lowest compared entry with this formula, charge and spin in kcal per mole: 163.4
HOMO-LUMO gap in eV: 7.890


The following is a DFT calculation (wB97M-V/def2-TZVPD) of a cluster of 2 separate species, C2H5IS in total in a non-equilibrium geometry.

```
9
Properties=species:S:1:pos:R:3:nbo_charge:R:1
C 0.62035 0.78621 -0.05098 -0.70
C -0.04987 -0.40797 0.47708 -0.21
S 0.18253 -1.97846 -0.10185 0.25
I -3.46247 0.31275 -0.01797 -0.45
H 1.57097 0.94029 0.47454 0.24
H 0.83863 0.69643 -1.11361 0.23
H 0.00961 1.66907 0.12583 0.26
H -0.65266 -0.35514 1.36625 0.25
H 0.94289 -1.66317 -1.15928 0.12
```

Output
Maximum force in hartree/bohr: 0.0212
Net charge: 0
Multiplicity: 1
Total energy in eV: -21089.0942
LUMO energy (alpha / beta) in eV: -2.53 / -1.10
ΔE to the lowest compared entry with this formula, charge and spin in kcal per mole: 35.4
HOMO-LUMO gap (alpha / beta) in eV: 4.930 / 7.400


The following is a DFT calculation (wB97M-V/def2-TZVPD) of a cluster of 2 separate species, C25H27F5NO12PS in total in a non-equilibrium geometry.

```
72
Properties=species:S:1:pos:R:3:mulliken_charge:R:1
C 1.71048 -2.13648 6.82445 -0.77
O 0.54614 -2.60182 6.16261 -0.30
C -0.60211 -1.81797 6.50389 -0.63
C -1.44124 -1.52880 5.23847 -0.68
C -0.64969 -1.66747 3.94520 -0.42
C -1.44127 -1.17215 2.72267 -0.76
C -0.56644 -0.47244 1.68654 -0.92
C -1.42622 -0.02704 0.48044 -1.00
C -0.82140 -0.28920 -0.95039 -0.13
C -0.55859 1.05829 -1.57699 -0.20
C -1.54392 2.05088 -1.79628 1.18
C -3.00434 1.81088 -1.48321 -1.12
O -3.50295 0.67713 -2.21193 -0.24
O -3.01830 0.79117 -3.54266 -0.35
C -1.20909 3.28200 -2.33850 -0.77
C 0.10195 3.59082 -2.70473 0.48
S 0.48180 5.17816 -3.37133 1.30
O 1.55434 5.08900 -4.30719 -0.63
O -0.73079 5.77751 -3.83710 -0.70
C 1.09199 6.27097 -1.98464 0.68
F 0.73399 7.51327 -2.31694 -0.27
F 2.41898 6.20927 -1.89835 -0.22
C 0.49626 5.96436 -0.57436 0.64
F -0.75450 5.51605 -0.64052 -0.22
F 1.26107 5.10605 0.09149 -0.24
F 0.47868 7.10521 0.12672 -0.27
C 1.06714 2.61219 -2.54493 0.16
C 0.72962 1.37630 -1.99410 0.37
C 1.99060 0.55518 -1.96334 -0.19
O 2.34812 -0.28068 -1.21867 -0.50
N 2.78598 1.13033 -3.04353 0.32
P 2.52646 0.51417 -4.55847 0.85
O 1.16221 0.03799 -4.78827 -0.58
O 3.60260 -0.63738 -4.81380 -0.52
O 2.88266 1.70454 -5.55229 -0.48
C 2.54974 2.56819 -2.85725 -0.71
O 3.37165 3.39831 -2.88448 -0.44
H 2.50864 -2.83787 6.60606 0.24
H 1.53044 -2.11741 7.90286 0.32
H 1.96759 -1.12313 6.50827 0.33
H -1.17772 -2.40395 7.22085 0.28
H -0.27493 -0.88775 6.96642 0.39
H -1.84525 -0.52023 5.31562 0.39
H -2.26793 -2.23829 5.25547 0.23
H -0.40555 -2.71377 3.79258 0.29
H 0.25166 -1.06050 4.02991 0.29
H -2.21553 -0.48259 3.06676 0.26
H -1.96375 -2.00032 2.23747 0.46
H 0.28418 -1.07483 1.41050 0.38
H -0.19489 0.43029 2.17625 0.45
H -2.41521 -0.47812 0.54667 0.44
H -1.56675 1.04062 0.61122 0.57
H 0.10209 -0.83937 -0.82602 0.54
H -1.51946 -0.87760 -1.53889 0.23
H -3.59856 2.66907 -1.79601 0.50
H -3.16946 1.60920 -0.43477 0.32
H -2.49916 -0.01249 -3.68705 0.36
H -1.99350 4.01003 -2.48288 0.51
H 3.66129 -0.78028 -5.76742 0.33
H 3.74560 1.59030 -5.96792 0.31
O -0.48163 -7.87310 -0.53095 -0.55
C -0.31988 -6.67935 -0.40892 0.27
C 0.57067 -6.12416 0.64200 -0.40
C 0.74541 -4.81231 0.77535 -0.38
C 0.05912 -3.85060 -0.12043 0.18
O 0.22064 -2.65273 0.00286 -0.26
C -0.83123 -4.40209 -1.17036 -0.26
C -1.00647 -5.71349 -1.30522 -0.44
H 1.06171 -6.84383 1.28431 0.42
H 1.38881 -4.38555 1.53457 0.45
H -1.32248 -3.68208 -1.81266 0.41
H -1.65012 -6.13850 -2.06471 0.42
```

Output
Maximum force in hartree/bohr: 0.0350
Net charge: 0
Multiplicity: 1
Total energy in eV: -86131.1235
LUMO energy in eV: -1.74
SMILES: COCCCCCCCc1c(COO)cc(S(=O)(=O)C(F)(F)C(F)(F)F)c2c1C(=O)N(P(=O)(O)O)C2=O.O=C1C=CC(=O)C=C1
HOMO-LUMO gap in eV: 8.018


The following is a DFT calculation (wB97M-V/def2-TZVPD) of a cluster of 12 separate species, C4H30O12S in total in a non-equilibrium geometry.

```
47
Properties=species:S:1:pos:R:3:nbo_charge:R:1
O -0.77815 0.12939 0.40011 -0.63
C -0.80304 1.34321 0.67297 0.49
C -0.74030 1.71065 2.17053 -0.51
C 0.60753 1.20400 2.62307 -0.44
C 1.62398 2.33737 2.26428 -0.54
S 3.34703 1.96868 2.51546 -0.03
H -1.09209 2.12356 0.03072 0.15
H -1.51898 1.35282 2.84743 0.24
H -0.95114 2.79031 2.30347 0.21
H 0.35886 0.97488 3.67545 0.23
H 0.82011 0.26675 1.98286 0.23
H 1.57448 3.35254 2.94430 0.23
H 1.38522 2.74371 1.34402 0.22
H 3.71915 1.49003 1.25716 0.14
O 1.76619 1.15018 -3.98786 -0.97
H 2.40998 1.87973 -4.18941 0.47
H 1.70986 1.30050 -3.04656 0.49
O -2.43319 -4.28796 0.22196 -0.98
H -2.79010 -4.03690 -0.62725 0.46
H -2.36586 -3.41136 0.69007 0.49
O -1.92353 -2.17313 1.88433 -0.93
H -2.67192 -1.85713 2.42130 0.48
H -1.47402 -1.48529 1.60702 0.48
O -1.18252 0.99528 -4.84379 -0.95
H -0.21565 0.83740 -4.57941 0.49
H -1.25115 1.66601 -4.16505 0.46
O 2.50871 -1.06399 -0.30362 -1.00
H 2.19230 -1.91665 -0.31128 0.50
H 3.26118 -1.10042 0.44790 0.50
O -1.05517 -1.49735 -1.84424 -0.93
H -0.99164 -0.79887 -2.44736 0.46
H -0.34633 -1.24668 -1.25508 0.47
O 1.60093 1.21096 -1.13389 -1.01
H 0.75195 0.72408 -0.80058 0.48
H 2.20611 0.40651 -1.09599 0.51
O 1.33648 -3.73196 -0.15768 -0.97
H 0.38672 -3.67231 -0.35526 0.49
H 1.50875 -4.48391 -0.79600 0.48
O 3.49483 -1.22074 2.36830 -0.96
H 3.36064 -2.04822 1.90886 0.49
H 2.79837 -0.65100 2.60290 0.50
O -3.04011 1.26203 0.75018 -0.93
H -3.89032 1.01548 1.05027 0.48
H -3.29887 2.04920 0.25260 0.48
O -3.28872 1.20740 -2.50455 -0.92
H -2.66509 0.56814 -2.23708 0.46
H -3.96148 0.62310 -2.55558 0.46
```

Output
Maximum force in hartree/bohr: 0.1419
Net charge: 0
Multiplicity: 1
Total energy in eV: -40037.0546
LUMO energy in eV: -0.11
SMILES: O=CCCCS.O.O.O.O.O.O.O.O.O.O.O
ΔE to the lowest compared entry with this formula, charge and spin in kcal per mole: 17.7
HOMO-LUMO gap in eV: 9.179


The following is a DFT calculation (wB97M-V/def2-TZVPD) of a cluster of 2 separate species, C5H4ClO2 in total in a non-equilibrium geometry.

```
12
Properties=species:S:1:pos:R:3:nbo_charge:R:1
C -0.12236 -0.27777 -1.27050 -0.19
C -0.20805 -0.73831 -2.48784 -0.19
C -0.89052 -2.63142 -3.15914 0.98
C 0.13216 0.82764 -0.22348 -0.45
C -0.04870 -0.61155 0.15189 -0.44
O 0.10408 -3.26180 -3.25367 -0.65
O -2.08710 -2.56907 -3.17567 -0.66
Cl 0.08023 0.51249 -3.78265 -0.19
H 1.11298 1.35928 -0.19833 0.20
H -0.63381 1.46347 0.06719 0.19
H -0.86079 -1.16282 0.72491 0.20
H 0.91712 -1.08962 0.40714 0.19
```

Output
Maximum force in hartree/bohr: 0.0555
Net charge: -1
Multiplicity: 1
Total energy in eV: -21865.8864
LUMO energy in eV: 3.81
ΔE to the lowest compared entry with this formula, charge and spin in kcal per mole: 33.7
HOMO-LUMO gap in eV: 7.556


The following is a DFT calculation (wB97M-V/def2-TZVPD) of a cluster of 2 separate species, C4H3F4N in total in a non-equilibrium geometry.

```
12
Properties=species:S:1:pos:R:3:nbo_charge:R:1
C 2.60017 1.84764 0.06724 0.12
C -0.71477 0.31224 0.03231 -0.47
C 2.28475 0.55341 0.42296 0.31
C 2.94390 -0.65160 -0.27003 0.92
N 2.79001 2.93220 -0.29102 -0.19
F 1.89586 0.18296 1.67179 -0.28
F 4.28343 -0.45546 -0.46273 -0.32
F 2.35477 -0.90130 -1.45311 -0.30
F 2.89846 -1.72600 0.51192 -0.30
H -0.60588 0.86058 0.91018 0.16
H -0.79499 -0.82042 0.07581 0.18
H -1.20395 0.83020 -0.74105 0.17
```

Output
Maximum force in hartree/bohr: 0.0523
Net charge: 0
Multiplicity: 1
Total energy in eV: -16552.2835
LUMO energy (alpha / beta) in eV: -0.53 / -2.07
ΔE to the lowest compared entry with this formula, charge and spin in kcal per mole: 83.6
HOMO-LUMO gap (alpha / beta) in eV: 9.781 / 7.549


The following is a DFT calculation (wB97M-V/def2-TZVPD) of a structure of composition C50H37CdClN11O4PS3 in a non-equilibrium geometry.

```
108
Properties=species:S:1:pos:R:3:mulliken_charge:R:1
Cd 13.39649 14.47490 13.77268 2.28
C 18.20938 12.33820 14.86404 -0.66
C 17.63971 13.40095 14.13250 -0.13
N 16.60105 13.22836 13.29837 -0.45
C 16.19772 12.00192 13.15662 1.06
C 16.76996 10.92514 13.82236 -0.34
N 17.77139 11.05179 14.68462 -0.65
C 15.05737 11.84276 12.20442 0.26
C 14.98585 10.64884 11.46040 -0.60
C 14.08953 10.56302 10.39937 -0.22
C 13.24402 11.67054 10.21285 -0.85
C 13.35302 12.79420 11.00641 0.36
N 14.22059 12.86946 12.05252 -0.15
C 12.65429 14.05706 10.66094 -0.01
C 12.22247 14.35587 9.36112 -0.33
N 11.66686 15.47809 9.03041 -0.63
C 11.63654 16.45855 9.97904 -0.61
C 12.16708 16.21470 11.23601 -0.61
N 12.60348 14.98890 11.58464 0.24
C 14.12873 9.49442 9.35716 0.15
C 15.34362 9.15606 8.77728 -0.50
C 15.38306 8.17883 7.81523 -0.42
N 14.29826 7.53665 7.35447 -0.63
C 13.12233 7.89744 7.89490 -0.38
C 12.98864 8.82622 8.87935 -0.40
H 19.02902 12.53054 15.57496 0.38
H 17.95211 14.45653 14.28815 0.56
H 16.30687 9.93912 13.72271 0.36
H 15.74965 9.93025 11.62560 0.97
H 12.57895 11.66654 9.40275 0.70
H 12.39821 13.59835 8.61814 0.52
H 11.19439 17.40611 9.69046 0.51
H 12.09063 16.97752 12.02126 0.36
H 16.26906 9.69742 9.01740 0.40
H 16.31140 7.95851 7.35989 0.42
H 12.24183 7.32348 7.64446 0.37
H 11.99879 9.03543 9.29088 0.44
C 10.66156 14.45242 17.19563 -0.73
N 9.97978 14.06962 16.00213 0.56
C 8.68566 14.49993 15.69437 -1.16
C 8.43168 14.16256 14.41505 -0.11
N 9.56866 13.54638 13.92454 1.19
C 10.46405 13.46136 14.92834 -1.05
S 12.01390 12.69625 14.80430 0.10
C 9.62072 12.79950 12.72572 -0.17
C 9.63575 13.37092 11.45066 0.31
C 9.48478 12.52484 10.35785 -0.91
C 9.35862 11.18068 10.59150 -0.61
C 9.36860 10.67598 11.89799 -0.83
N 9.45563 11.49911 12.96502 -0.50
H 10.19521 13.86068 17.99709 0.32
H 10.53708 15.52703 17.35119 0.25
H 11.67754 14.12957 17.09226 0.24
H 8.02234 14.97073 16.41633 0.58
H 7.47870 14.24256 13.92537 0.49
H 9.66656 14.43075 11.31764 0.48
H 9.42078 12.97390 9.36802 0.54
H 9.18160 10.52555 9.76864 0.54
H 9.14353 9.65595 12.16933 0.55
O 16.00833 15.13137 18.92602 -0.57
C 15.14566 14.11508 19.08527 0.28
O 14.50012 13.96941 20.09885 -0.61
C 15.01931 13.20570 17.94544 0.11
C 14.67201 11.84359 17.92336 0.27
Cl 14.23896 10.85403 19.19040 -0.19
N 14.74572 11.44665 16.66929 0.39
N 15.07406 12.40891 15.81769 0.47
C 15.26372 13.48231 16.57812 0.31
C 15.75142 14.77825 15.85203 0.25
O 16.69147 15.31815 16.42727 -0.77
O 15.26805 15.03247 14.72618 -0.56
C 14.70940 10.08745 16.18986 -0.63
C 13.72919 9.67135 15.30073 0.03
C 13.74812 8.37614 14.81573 -0.83
C 14.78539 7.50594 15.19648 -0.68
C 15.75504 7.96557 16.05885 -0.61
C 15.75478 9.23830 16.56754 -0.11
H 16.35343 15.17170 17.97902 0.46
H 12.94206 10.37057 15.07792 0.36
H 12.88266 8.07673 14.21267 0.42
H 14.94024 6.53547 14.76492 0.40
H 16.62109 7.36564 16.27250 0.36
H 16.60002 9.62067 17.10548 0.44
S 11.85572 19.49924 13.16721 -0.52
P 10.75679 18.20138 14.14585 1.06
S 11.51848 16.38183 14.62395 -0.47
C 9.18636 17.89496 13.21542 -0.37
C 8.26702 18.91710 13.10611 -0.38
C 7.16863 18.74516 12.27118 -0.77
C 7.03724 17.60183 11.53319 -0.70
C 7.93302 16.56594 11.68000 -1.05
C 9.08372 16.70479 12.51803 1.60
C 10.17348 18.85920 15.76960 0.17
C 10.89647 19.85580 16.42016 -0.65
C 10.55686 20.20088 17.71993 -0.61
C 9.49901 19.53727 18.33162 -0.50
C 8.73280 18.59214 17.64949 -0.71
C 9.09680 18.23619 16.36043 -0.20
H 8.47594 19.81935 13.63780 0.56
H 6.40144 19.50078 12.16266 0.40
H 6.20799 17.41857 10.83300 0.37
H 7.69027 15.62723 11.17074 0.35
H 9.82219 15.92700 12.66855 -0.39
H 11.67719 20.36482 15.88276 0.40
H 11.15293 20.85092 18.36935 0.35
H 9.17455 19.80339 19.31757 0.38
H 7.87984 18.09660 18.07524 0.41
H 8.53236 17.48721 15.80119 0.37
```

Output
Maximum force in hartree/bohr: 0.0476
Net charge: 0
Multiplicity: 1
Total energy in eV: -135916.0399
LUMO energy in eV: -1.32
ΔE to the lowest compared entry with this formula, charge and spin in kcal per mole: 48.3
HOMO-LUMO gap in eV: 6.483


Which value of total energy does entry 5 give?
-40037.0546 eV